{
  "formula": "C9H17NO12S2",
  "method": "ωB97M-V with the def2-TZVPD basis set",
  "elements": ["C", "N", "O", "O", "H", "H", "H", "O", "S", "O", "O", "C", "C", "O", "H", "H", "H", "H", "O", "S", "O", "O", "C", "C", "O", "H", "H", "H", "H", "O", "C", "C", "C", "C", "O", "H", "H", "H", "H", "H", "H"],
  "coordinates": [[16.902194, 2.440269, -21.310739], [16.660382, 3.886398, -21.381836], [17.243017, 4.482208, -22.270678], [15.910835, 4.391415, -20.580240], [16.127879, 1.916800, -21.868494], [16.911832, 2.072288, -20.290270], [17.857914, 2.197667, -21.766039], [23.092877, 2.528107, -15.478175], [22.947331, 3.426957, -16.581248], [23.412985, 3.010868, -17.865582], [21.419084, 3.908528, -16.689867], [21.188114, 4.962447, -15.762572], [22.521319, 5.755356, -15.742961], [23.519880, 4.908395, -16.316770], [20.389641, 5.592989, -16.144541], [20.885724, 4.567372, -14.793636], [22.801355, 6.051421, -14.734840], [22.437608, 6.627718, -16.386811], [22.005441, 1.480077, -22.863228], [22.557000, 2.787685, -22.761898], [23.624695, 3.115860, -23.654164], [21.412221, 3.893040, -22.869363], [21.125150, 4.499895, -21.598212], [22.445296, 4.367906, -20.846794], [23.007573, 3.124054, -21.258317], [20.905956, 5.547128, -21.776775], [20.328780, 3.982745, -21.066172], [22.325170, 4.403950, -19.766116], [23.131662, 5.175316, -21.114200], [18.833728, 3.558572, -19.241040], [19.327475, 2.581614, -18.730669], [20.280847, 1.611103, -19.375018], [20.419492, 0.459751, -18.364853], [19.815702, 1.050602, -17.085629], [19.022586, 2.194823, -17.496891], [19.868335, 1.343380, -20.347166], [21.243236, 2.088260, -19.575716], [19.735028, -0.326311, -18.688158], [21.431365, 0.099864, -18.228456], [19.128085, 0.429323, -16.517652], [20.555646, 1.456312, -16.392031]],
  "forces_ev_per_angstrom": [[0.3, -1.3, 0.0], [0.4, 0.4, -0.1], [-0.1, 0.0, 0.1], [-0.2, -0.1, 0.1], [-0.2, 0.3, 0.0], [-0.3, 0.4, 0.1], [0.0, 0.3, -0.1], [-0.1, 0.9, -0.2], [0.2, 0.0, -0.6], [-0.5, 0.3, 0.5], [0.3, -0.5, -0.3], [0.1, 0.5, 0.2], [-0.6, 0.1, 0.2], [0.0, -1.0, 0.3], [-0.1, -0.2, -0.1], [0.2, -0.1, 0.0], [0.1, 0.0, 0.0], [0.2, 0.0, 0.0], [-0.2, 0.2, 0.6], [0.8, 0.1, -0.9], [-0.6, 0.2, 0.5], [0.0, -0.3, -0.1], [0.7, -0.1, 0.3], [0.1, 0.9, 0.1], [-0.5, -0.5, -0.1], [-0.3, 0.0, 0.0], [-0.2, 0.1, -0.3], [0.0, -0.4, 0.0], [0.0, -0.1, -0.2], [0.2, -0.1, 0.2], [-0.1, 0.3, -0.5], [0.6, 0.0, 0.1], [-1.2, 0.2, -0.2], [0.1, 0.8, 0.4], [-0.1, -0.2, 0.3], [0.1, -0.2, 0.0], [-0.1, 0.1, 0.1], [0.4, -0.3, 0.0], [0.0, -0.1, -0.1], [0.1, -0.3, -0.2], [0.1, -0.2, -0.1]],
  "nbo_charge": [-0.486, 0.538, -0.387, -0.361, 0.233, 0.231, 0.230, -0.891, 2.531, -0.896, -0.689, -0.107, -0.099, -0.674, 0.221, 0.202, 0.206, 0.201, -0.904, 2.540, -0.901, -0.686, -0.104, -0.105, -0.683, 0.215, 0.217, 0.217, 0.190, -0.612, 0.802, -0.544, -0.437, -0.070, -0.483, 0.247, 0.257, 0.214, 0.240, 0.200, 0.189],
  "total_energy_ha": -2107.017145,
  "orbital_gap_ev": 10.9,
  "smiles": "C[N+](=O)[O-].O=S1(=O)OCCO1.O=S1(=O)OCCO1.O=C1CCCO1",
  "fmax_ha_per_bohr": 0.026,
  "e_above_lowest_ev": 0.000,
  "lumo_energy_ha": 0.007
}

=====

{
  "formula": "C9H17NO3S",
  "method": "ωB97M-V with the def2-TZVPD basis set",
  "elements": ["O", "S", "O", "C", "C", "C", "C", "H", "H", "H", "H", "H", "H", "H", "H", "C", "C", "C", "O", "H", "H", "H", "H", "H", "H", "C", "C", "N", "H", "H", "H"],
  "coordinates": [[-2.222813, -0.457602, 3.942864], [-1.978373, 0.341098, 2.720674], [-2.698273, 1.597768, 2.431924], [-0.181723, 0.611318, 2.588634], [0.291087, -0.270932, 1.294224], [-0.677003, -1.417022, 1.262384], [-2.020333, -0.776302, 1.236914], [0.490237, 0.407618, 3.422344], [0.021977, 1.681228, 2.632244], [0.170657, 0.209218, 0.323114], [1.324937, -0.616162, 1.285024], [-0.549953, -2.132822, 2.074534], [-0.474603, -2.047692, 0.396714], [-2.901253, -1.414472, 1.306354], [-2.189253, -0.120772, 0.382604], [2.633627, 0.958488, -0.915936], [2.710607, 2.381448, -1.401416], [1.443117, 2.950298, -1.868556], [3.743407, 3.081258, -1.258536], [3.532877, 0.403268, -1.182726], [1.680327, 0.570218, -1.274506], [2.648437, 0.911558, 0.172954], [1.402437, 3.789958, -2.562396], [0.683467, 3.144898, -1.111466], [0.988877, 2.191538, -2.505776], [-1.497603, -3.134792, -2.218076], [-0.979393, -1.794852, -2.260046], [-0.616113, -0.719362, -2.333186], [-2.282343, -3.219822, -2.969776], [-1.831973, -3.299062, -1.193716], [-0.665063, -3.809512, -2.417386]],
  "forces_ev_per_angstrom": [[0.0, 1.3, -1.9], [-0.1, -0.2, 0.7], [1.0, -2.0, 0.6], [1.6, 0.0, -1.4], [-0.3, 1.1, 1.0], [0.4, -1.2, -0.4], [-1.3, 0.6, 0.8], [-0.8, -1.3, 0.5], [-0.5, 0.3, -1.2], [-0.1, 0.6, 0.3], [0.0, 0.2, 0.7], [-0.2, 0.3, 0.5], [-0.2, 0.2, -0.4], [0.1, -0.1, 0.3], [0.3, 0.1, -0.1], [0.1, 0.1, -0.1], [3.3, 2.5, 1.8], [-1.9, -0.1, -1.9], [-2.4, -2.0, -0.7], [-0.2, -0.1, -0.5], [0.4, -0.7, 0.0], [-0.2, 0.4, 0.1], [1.0, 0.4, 0.5], [0.3, -0.1, 0.4], [-0.3, -0.4, 0.1], [0.3, -0.2, 0.2], [-0.3, -0.3, -0.3], [0.6, 1.3, 0.1], [0.0, -0.3, 0.3], [-0.4, -0.3, -0.2], [-0.2, -0.2, -0.1]],
  "nbo_charge": [-0.922, 2.091, -0.912, -0.698, -0.392, -0.433, -0.627, 0.258, 0.257, 0.220, 0.224, 0.226, 0.216, 0.248, 0.244, -0.728, 0.576, -0.736, -0.544, 0.247, 0.228, 0.238, 0.242, 0.248, 0.230, -0.726, 0.301, -0.354, 0.265, 0.255, 0.260],
  "total_energy_ha": -1031.718614,
  "orbital_gap_ev": 9.9,
  "smiles": "O=S1(=O)CCCC1.CC(C)=O.CC#N",
  "fmax_ha_per_bohr": 0.088,
  "e_above_lowest_ev": 0.873,
  "lumo_energy_ha": 0.009
}

=====

{
  "formula": "C9H17NO4",
  "method": "ωB97M-V with the def2-TZVPD basis set",
  "elements": ["C", "C", "C", "C", "O", "C", "C", "C", "N", "O", "C", "C", "O", "O", "H", "H", "H", "H", "H", "H", "H", "H", "H", "H", "H", "H", "H", "H", "H", "H", "H"],
  "coordinates": [[-2.389816, -1.263873, 1.739633], [-1.634696, -0.326447, 0.823093], [-2.567722, 0.442376, -0.125395], [-0.780217, -1.290841, -0.014328], [-1.034576, -1.480115, -1.173377], [-0.597408, 0.504328, 1.615994], [0.513139, 1.163085, 0.770576], [1.273111, 0.126086, 0.100564], [1.951552, -0.576175, 0.895019], [2.840240, -1.398172, 0.408050], [1.498765, 0.298122, -1.389125], [2.539803, 1.423368, -1.597700], [0.350544, 0.775849, -1.929970], [1.890302, -0.806801, -2.041199], [-3.454829, -1.619102, 1.397587], [-2.422859, -1.029213, 2.763888], [-1.746796, -2.163238, 1.854868], [-3.065532, -0.125995, -0.909238], [-1.906299, 1.265058, -0.618485], [-3.302460, 1.107662, 0.402692], [-0.214342, -2.054535, 0.713280], [0.053050, -0.222106, 2.231951], [-1.163868, 1.197883, 2.209108], [0.151676, 2.058535, 0.239848], [1.316590, 1.655009, 1.430222], [2.934600, -1.359877, -0.576917], [2.789406, 1.309235, -2.647746], [3.401608, 1.141208, -0.924039], [1.945182, 2.322720, -1.265783], [-0.364933, 0.132039, -1.784811], [1.196785, -1.206071, -2.598262]],
  "forces_ev_per_angstrom": [[-1.1, -2.5, -0.8], [0.5, 0.1, -0.8], [1.3, 3.3, 0.1], [-1.4, -2.0, 2.2], [1.1, -0.4, -0.8], [1.0, -1.0, 0.4], [-0.5, 2.8, 2.5], [1.0, 0.5, -1.6], [-0.7, 0.4, 0.9], [2.2, -2.1, -1.1], [-0.1, 2.1, 0.9], [-0.6, -1.0, 1.7], [-1.9, 0.7, -1.3], [1.3, -3.1, -1.5], [2.1, 0.8, 0.4], [-0.4, 1.3, 1.3], [-0.6, -0.1, -0.3], [0.2, -0.2, 0.3], [-1.1, -1.5, 0.3], [0.4, -1.0, -0.1], [-0.4, 1.3, -1.8], [-1.6, 1.0, -0.3], [0.1, 0.4, 0.7], [0.0, -0.9, -0.6], [-1.5, -0.6, -0.2], [-0.5, 0.1, 0.6], [0.2, 0.8, -0.1], [-0.6, 0.9, -0.8], [1.4, -0.5, -0.7], [0.0, 0.2, -0.2], [0.2, 0.4, 0.6]],
  "nbo_charge": [-0.601, -0.206, -0.625, 0.474, -0.603, -0.389, -0.457, 0.091, -0.078, -0.529, 0.463, -0.625, -0.734, -0.752, 0.227, 0.226, 0.213, 0.237, 0.214, 0.221, 0.146, 0.233, 0.218, 0.238, 0.236, 0.477, 0.233, 0.212, 0.231, 0.493, 0.514],
  "total_energy_ha": -708.713510,
  "orbital_gap_ev": 9.8,
  "smiles": "CC(C)(C=O)CC/C(=N/O)C(C)(O)O",
  "fmax_ha_per_bohr": 0.073,
  "e_above_lowest_ev": 3.648,
  "lumo_energy_ha": 0.018
}